[1]
This record from OMol25 describes a structure of composition C12H30Br3NiO14S4 in a non-equilibrium geometry. The level of theory is ωB97M-V/def2-TZVPD.

ORCA input file:
```
! RIJCOSX wB97M-V def2-TZVPD def2/J DEFGRID3
* xyz 1 3
Ni 4.525 -13.957 -17.254
O 5.796 -12.685 -17.992
H 6.061 -11.755 -18.129
O 5.945 -15.145 -16.414
S 7.226 -15.836 -16.311
O 7.835 -16.088 -14.995
O 7.175 -17.274 -17.138
C 8.341 -17.919 -17.420
C 8.125 -19.272 -18.088
C 8.445 -14.893 -17.365
H 8.899 -18.001 -16.487
H 9.050 -17.352 -18.022
H 7.374 -19.799 -17.500
H 9.047 -19.844 -17.984
H 7.811 -19.296 -19.132
H 7.942 -13.945 -17.559
H 8.761 -15.354 -18.301
H 9.298 -14.644 -16.734
O 4.634 -12.783 -15.415
S 4.358 -12.065 -14.172
O 3.325 -12.534 -13.244
O 5.712 -11.877 -13.286
C 6.935 -11.927 -13.960
C 7.849 -10.793 -13.361
C 4.031 -10.294 -14.587
H 6.856 -11.650 -15.011
H 7.490 -12.862 -13.876
H 8.766 -10.604 -13.918
H 8.188 -11.009 -12.348
H 7.356 -9.829 -13.485
H 4.972 -9.822 -14.870
H 3.674 -9.806 -13.680
H 3.304 -10.357 -15.397
O 2.975 -12.799 -18.127
S 2.496 -11.709 -18.984
O 1.465 -11.965 -19.931
O 2.081 -10.373 -18.027
C 0.951 -9.602 -18.531
C 0.982 -8.213 -17.875
C 3.773 -10.892 -19.942
H 0.010 -10.111 -18.324
H 1.085 -9.515 -19.610
H 0.077 -7.680 -18.167
H 1.827 -7.670 -18.298
H 0.997 -8.307 -16.789
H 3.524 -9.837 -20.057
H 3.932 -11.424 -20.881
H 4.648 -10.924 -19.293
C 8.381 -11.823 -20.543
Br 6.819 -10.976 -21.495
Br 9.513 -10.362 -19.807
Br 9.457 -13.173 -21.574
H 7.930 -12.321 -19.685
C 7.455 -7.102 -16.372
C 8.133 -8.368 -16.838
O 7.123 -9.073 -17.441
S 5.866 -8.067 -18.046
O 4.568 -8.365 -17.413
O 5.952 -8.010 -19.518
O 6.536 -6.698 -17.337
H 8.148 -6.290 -16.151
H 6.951 -7.196 -15.410
H 8.470 -9.029 -16.039
H 8.906 -8.188 -17.585
*
```

Values from the calculation:
HOMO-LUMO gap (spin up / spin down) (eV): 9.328 / 8.192
Max |F| (eV Å⁻¹): 5.1
HOMO (spin up / spin down) (Eh): -0.465 / -0.465



[2]
This record from OMol25 describes a structure of composition C12H30BrN2O4Sr in a non-equilibrium geometry. The level of theory is ωB97M-V/def2-TZVPD.

ORCA input file:
```
! RIJCOSX wB97M-V def2-TZVPD def2/J DEFGRID3
* xyz 1 1
Sr -7.741 31.647 -19.273
Br -5.526 30.129 -20.597
C -3.098 24.754 -18.429
O -2.602 25.998 -18.884
C -2.939 27.227 -18.160
C -2.125 28.457 -18.574
N -2.445 28.839 -19.947
C -1.465 29.901 -20.306
C -0.132 29.284 -20.567
O -0.396 28.597 -21.807
C 0.902 28.468 -22.389
H -4.174 24.598 -18.364
H -2.803 24.709 -17.381
H -2.652 23.989 -19.066
H -2.684 26.978 -17.130
H -3.994 27.498 -18.205
H -1.082 28.247 -18.336
H -2.359 29.243 -17.856
H -3.368 29.245 -19.884
H -1.355 30.780 -19.671
H -1.806 30.397 -21.214
H 0.336 28.657 -19.808
H 0.611 30.047 -20.799
H 1.659 29.252 -22.415
H 0.841 28.296 -23.463
H 1.298 27.562 -21.929
C -2.004 28.661 -24.802
O -2.738 27.854 -23.718
C -4.101 27.763 -24.168
C -4.955 26.785 -23.317
N -4.682 26.986 -21.858
C -5.331 25.963 -20.929
C -4.917 24.486 -21.198
O -3.559 24.291 -21.567
C -3.266 22.897 -21.413
H -2.213 28.303 -25.811
H -0.920 28.600 -24.703
H -2.278 29.714 -24.746
H -4.147 27.416 -25.200
H -4.707 28.660 -24.295
H -4.679 25.761 -23.569
H -6.017 26.735 -23.556
H -4.995 27.913 -21.609
H -6.400 26.150 -21.028
H -5.016 26.156 -19.903
H -5.667 24.000 -21.822
H -5.217 23.984 -20.278
H -3.045 22.663 -20.372
H -2.297 22.861 -21.912
H -4.109 22.350 -21.834
*
```

Values from the calculation:
ΔE to the lowest compared entry with this formula, charge and spin (kcal/mol): 208.15
HOMO-LUMO gap (eV): 3.145
Max |F| (eV Å⁻¹): 3.4
HOMO (Eh): -0.349



[3]
This record from OMol25 describes a structure of composition C12H30ClO2P2RhSi in a non-equilibrium geometry. The level of theory is ωB97M-V/def2-TZVPD.

ORCA input file:
```
! RIJCOSX wB97M-V def2-TZVPD def2/J DEFGRID3
* xyz 2 5
C 0.329 -0.214 -4.466
C 0.961 -0.057 -3.125
H 1.176 -0.115 -5.142
H -0.330 0.652 -4.641
H -0.179 -1.157 -4.581
O 1.941 -0.118 -2.483
Cl -2.077 0.042 -1.153
Rh 0.208 -0.052 -0.497
P 0.004 2.391 -0.468
C 1.297 3.376 0.388
C 0.065 2.888 -2.212
H 0.204 3.964 -2.225
H -1.673 4.026 -0.106
H -0.900 2.618 -2.670
H -2.408 2.431 -0.441
H 2.292 2.962 0.177
H 0.923 2.400 -2.692
C -1.643 2.965 0.123
H 1.241 4.387 -0.028
H -1.761 2.800 1.195
H 1.137 3.388 1.473
P 0.247 -2.442 -0.227
C 1.616 -3.211 0.744
C -1.344 -3.070 0.413
H -0.474 -2.896 -2.479
H 0.543 -4.209 -1.780
H 1.343 -2.726 -2.350
C 0.431 -3.134 -1.891
H -2.146 -2.645 -0.199
H -1.290 -4.155 0.279
H 1.618 -4.269 0.475
H 1.480 -3.082 1.822
H -1.492 -2.822 1.472
H 2.578 -2.774 0.463
C 1.891 0.086 0.132
O 2.982 0.186 0.553
C 0.226 -1.200 3.138
Si -0.411 0.073 1.823
C -2.313 0.005 2.026
C 0.108 1.552 2.967
H -0.184 -2.211 3.034
H -0.069 -0.845 4.144
H 1.329 -1.294 3.087
H -2.541 0.064 3.104
H -2.842 0.818 1.518
H -2.756 -0.914 1.632
H -0.125 1.296 4.021
H 1.191 1.741 2.881
H -0.403 2.498 2.772
*
```

Values from the calculation:
ΔE to the lowest compared entry with this formula, charge and spin (kcal/mol): 7.99
HOMO-LUMO gap (spin up / spin down) (eV): 5.747 / 5.241
Max |F| (eV Å⁻¹): 9.3
HOMO (spin up / spin down) (Eh): -0.481 / -0.598



[4]
This record from OMol25 describes a structure of composition C12H30CrF2MnN2O4 in a non-equilibrium geometry. The level of theory is ωB97M-V/def2-TZVPD.

ORCA input file:
```
! RIJCOSX wB97M-V def2-TZVPD def2/J DEFGRID3
* xyz 3 9
Mn -1.574 -1.422 -0.358
Cr 1.206 1.273 0.301
F 0.178 -0.230 -0.660
F -0.431 2.013 1.089
C -4.341 3.047 -1.183
O -3.751 1.740 -1.366
C -2.567 1.738 -2.125
C -2.430 0.357 -2.820
N -2.928 -0.772 -2.033
C -2.995 -2.050 -2.796
C -1.688 -2.596 -3.241
O -0.894 -2.596 -2.060
C 0.513 -2.861 -2.333
H -3.730 3.879 -0.830
H -4.919 2.854 -0.280
H -4.953 3.343 -2.034
H -1.794 2.062 -1.426
H -2.616 2.381 -3.005
H -1.494 0.236 -3.367
H -3.134 0.413 -3.654
H -3.850 -0.482 -1.728
H -3.637 -1.943 -3.672
H -3.474 -2.686 -2.050
H -1.374 -1.984 -4.088
H -1.814 -3.627 -3.570
H 0.708 -3.901 -2.597
H 1.215 -2.741 -1.508
H 0.843 -2.190 -3.126
C 3.438 -0.265 -1.427
O 3.071 0.138 -0.099
C 3.348 -0.952 0.831
C 2.674 -0.751 2.231
N 1.383 -0.083 2.036
C 0.667 0.136 3.287
C 1.346 0.702 4.506
O 1.848 1.934 4.105
C 2.487 2.756 5.048
H 3.517 0.649 -2.012
H 2.620 -0.958 -1.629
H 4.354 -0.847 -1.527
H 4.435 -0.933 0.901
H 3.019 -1.971 0.616
H 3.197 0.093 2.684
H 2.568 -1.684 2.783
H 0.889 -0.944 1.832
H 0.193 -0.819 3.523
H -0.198 0.773 3.096
H 2.189 0.087 4.834
H 0.709 0.926 5.364
H 2.501 3.706 4.517
H 3.465 2.274 4.996
H 2.002 2.779 6.023
*
```

Values from the calculation:
HOMO-LUMO gap (spin up / spin down) (eV): 3.940 / 6.028
Max |F| (eV Å⁻¹): 4.5
HOMO (spin up / spin down) (Eh): -0.641 / -0.644



Repeat the third record exactly.
This record from OMol25 describes a structure of composition C12H30ClO2P2RhSi in a non-equilibrium geometry. The level of theory is ωB97M-V/def2-TZVPD.

ORCA input file:
```
! RIJCOSX wB97M-V def2-TZVPD def2/J DEFGRID3
* xyz 2 5
C 0.329 -0.214 -4.466
C 0.961 -0.057 -3.125
H 1.176 -0.115 -5.142
H -0.330 0.652 -4.641
H -0.179 -1.157 -4.581
O 1.941 -0.118 -2.483
Cl -2.077 0.042 -1.153
Rh 0.208 -0.052 -0.497
P 0.004 2.391 -0.468
C 1.297 3.376 0.388
C 0.065 2.888 -2.212
H 0.204 3.964 -2.225
H -1.673 4.026 -0.106
H -0.900 2.618 -2.670
H -2.408 2.431 -0.441
H 2.292 2.962 0.177
H 0.923 2.400 -2.692
C -1.643 2.965 0.123
H 1.241 4.387 -0.028
H -1.761 2.800 1.195
H 1.137 3.388 1.473
P 0.247 -2.442 -0.227
C 1.616 -3.211 0.744
C -1.344 -3.070 0.413
H -0.474 -2.896 -2.479
H 0.543 -4.209 -1.780
H 1.343 -2.726 -2.350
C 0.431 -3.134 -1.891
H -2.146 -2.645 -0.199
H -1.290 -4.155 0.279
H 1.618 -4.269 0.475
H 1.480 -3.082 1.822
H -1.492 -2.822 1.472
H 2.578 -2.774 0.463
C 1.891 0.086 0.132
O 2.982 0.186 0.553
C 0.226 -1.200 3.138
Si -0.411 0.073 1.823
C -2.313 0.005 2.026
C 0.108 1.552 2.967
H -0.184 -2.211 3.034
H -0.069 -0.845 4.144
H 1.329 -1.294 3.087
H -2.541 0.064 3.104
H -2.842 0.818 1.518
H -2.756 -0.914 1.632
H -0.125 1.296 4.021
H 1.191 1.741 2.881
H -0.403 2.498 2.772
*
```

Values from the calculation:
ΔE to the lowest compared entry with this formula, charge and spin (kcal/mol): 7.99
HOMO-LUMO gap (spin up / spin down) (eV): 5.747 / 5.241
Max |F| (eV Å⁻¹): 9.3
HOMO (spin up / spin down) (Eh): -0.481 / -0.598



Repeat the first record exactly.
This record from OMol25 describes a structure of composition C12H30Br3NiO14S4 in a non-equilibrium geometry. The level of theory is ωB97M-V/def2-TZVPD.

ORCA input file:
```
! RIJCOSX wB97M-V def2-TZVPD def2/J DEFGRID3
* xyz 1 3
Ni 4.525 -13.957 -17.254
O 5.796 -12.685 -17.992
H 6.061 -11.755 -18.129
O 5.945 -15.145 -16.414
S 7.226 -15.836 -16.311
O 7.835 -16.088 -14.995
O 7.175 -17.274 -17.138
C 8.341 -17.919 -17.420
C 8.125 -19.272 -18.088
C 8.445 -14.893 -17.365
H 8.899 -18.001 -16.487
H 9.050 -17.352 -18.022
H 7.374 -19.799 -17.500
H 9.047 -19.844 -17.984
H 7.811 -19.296 -19.132
H 7.942 -13.945 -17.559
H 8.761 -15.354 -18.301
H 9.298 -14.644 -16.734
O 4.634 -12.783 -15.415
S 4.358 -12.065 -14.172
O 3.325 -12.534 -13.244
O 5.712 -11.877 -13.286
C 6.935 -11.927 -13.960
C 7.849 -10.793 -13.361
C 4.031 -10.294 -14.587
H 6.856 -11.650 -15.011
H 7.490 -12.862 -13.876
H 8.766 -10.604 -13.918
H 8.188 -11.009 -12.348
H 7.356 -9.829 -13.485
H 4.972 -9.822 -14.870
H 3.674 -9.806 -13.680
H 3.304 -10.357 -15.397
O 2.975 -12.799 -18.127
S 2.496 -11.709 -18.984
O 1.465 -11.965 -19.931
O 2.081 -10.373 -18.027
C 0.951 -9.602 -18.531
C 0.982 -8.213 -17.875
C 3.773 -10.892 -19.942
H 0.010 -10.111 -18.324
H 1.085 -9.515 -19.610
H 0.077 -7.680 -18.167
H 1.827 -7.670 -18.298
H 0.997 -8.307 -16.789
H 3.524 -9.837 -20.057
H 3.932 -11.424 -20.881
H 4.648 -10.924 -19.293
C 8.381 -11.823 -20.543
Br 6.819 -10.976 -21.495
Br 9.513 -10.362 -19.807
Br 9.457 -13.173 -21.574
H 7.930 -12.321 -19.685
C 7.455 -7.102 -16.372
C 8.133 -8.368 -16.838
O 7.123 -9.073 -17.441
S 5.866 -8.067 -18.046
O 4.568 -8.365 -17.413
O 5.952 -8.010 -19.518
O 6.536 -6.698 -17.337
H 8.148 -6.290 -16.151
H 6.951 -7.196 -15.410
H 8.470 -9.029 -16.039
H 8.906 -8.188 -17.585
*
```

Values from the calculation:
HOMO-LUMO gap (spin up / spin down) (eV): 9.328 / 8.192
Max |F| (eV Å⁻¹): 5.1
HOMO (spin up / spin down) (Eh): -0.465 / -0.465



Please write out number 1 again, unchanged.
This record from OMol25 describes a structure of composition C12H30Br3NiO14S4 in a non-equilibrium geometry. The level of theory is ωB97M-V/def2-TZVPD.

ORCA input file:
```
! RIJCOSX wB97M-V def2-TZVPD def2/J DEFGRID3
* xyz 1 3
Ni 4.525 -13.957 -17.254
O 5.796 -12.685 -17.992
H 6.061 -11.755 -18.129
O 5.945 -15.145 -16.414
S 7.226 -15.836 -16.311
O 7.835 -16.088 -14.995
O 7.175 -17.274 -17.138
C 8.341 -17.919 -17.420
C 8.125 -19.272 -18.088
C 8.445 -14.893 -17.365
H 8.899 -18.001 -16.487
H 9.050 -17.352 -18.022
H 7.374 -19.799 -17.500
H 9.047 -19.844 -17.984
H 7.811 -19.296 -19.132
H 7.942 -13.945 -17.559
H 8.761 -15.354 -18.301
H 9.298 -14.644 -16.734
O 4.634 -12.783 -15.415
S 4.358 -12.065 -14.172
O 3.325 -12.534 -13.244
O 5.712 -11.877 -13.286
C 6.935 -11.927 -13.960
C 7.849 -10.793 -13.361
C 4.031 -10.294 -14.587
H 6.856 -11.650 -15.011
H 7.490 -12.862 -13.876
H 8.766 -10.604 -13.918
H 8.188 -11.009 -12.348
H 7.356 -9.829 -13.485
H 4.972 -9.822 -14.870
H 3.674 -9.806 -13.680
H 3.304 -10.357 -15.397
O 2.975 -12.799 -18.127
S 2.496 -11.709 -18.984
O 1.465 -11.965 -19.931
O 2.081 -10.373 -18.027
C 0.951 -9.602 -18.531
C 0.982 -8.213 -17.875
C 3.773 -10.892 -19.942
H 0.010 -10.111 -18.324
H 1.085 -9.515 -19.610
H 0.077 -7.680 -18.167
H 1.827 -7.670 -18.298
H 0.997 -8.307 -16.789
H 3.524 -9.837 -20.057
H 3.932 -11.424 -20.881
H 4.648 -10.924 -19.293
C 8.381 -11.823 -20.543
Br 6.819 -10.976 -21.495
Br 9.513 -10.362 -19.807
Br 9.457 -13.173 -21.574
H 7.930 -12.321 -19.685
C 7.455 -7.102 -16.372
C 8.133 -8.368 -16.838
O 7.123 -9.073 -17.441
S 5.866 -8.067 -18.046
O 4.568 -8.365 -17.413
O 5.952 -8.010 -19.518
O 6.536 -6.698 -17.337
H 8.148 -6.290 -16.151
H 6.951 -7.196 -15.410
H 8.470 -9.029 -16.039
H 8.906 -8.188 -17.585
*
```

Values from the calculation:
HOMO-LUMO gap (spin up / spin down) (eV): 9.328 / 8.192
Max |F| (eV Å⁻¹): 5.1
HOMO (spin up / spin down) (Eh): -0.465 / -0.465